# CH7N2OPSi

A single CH7N2OPSi molecule at a distorted geometry (wB97M-V/def2-TZVPD, the Open Molecules 2025 dataset).

Summary:
**ΔE to the lowest compared entry with this formula, charge and spin**: 247.9 kJ/mol
**Total charge**: 0
**Lowest unoccupied orbital energy**: 0.3 eV
**HOMO**: -6.2 eV
**Molecular weight**: 122.1 u
**Orbital gap**: 6.5 eV
**Calculated total energy**: -857.8057 Ha

Last column: Mulliken charge in e.
Cartesian coordinates (Å):
C  0.147  0.082  -0.247  0.69
N  -1.043  0.707  -0.388  -0.52
N  1.018  -0.021  -1.272  -0.28
O  0.323  -0.733  0.874  -0.19
Si  -0.745  -0.760  2.058  0.35
P  2.613  -0.539  -2.025  -0.28
H  -1.194  1.471  0.201  0.25
H  -1.065  1.099  -1.311  0.25
H  0.671  0.598  -1.922  0.19
H  -2.065  -1.200  1.502  -0.09
H  -0.405  -1.698  3.139  -0.12
H  -0.615  0.623  2.352  -0.13
H  2.359  0.370  -2.962  -0.11